No. 1
ORCA calculation (ωB97M-V/def2-TZVPD) on 2 unconnected molecules or ions with the total composition C5H14N2P.

Its total charge is +1. Its total energy is -649.394827 Ha. The value obtained for the relative energy (zero: lowest compared OMol25 entry of this formula, charge and spin) is 58.5 kcal/mol. As for the spin multiplicity: 1. As for the molecular weight: 133.16 g mol⁻¹. Its HOMO energy is -13.373 eV.

Geometry as XYZ:
```
22
C5H14N2P, DFT ωB97M-V/def2-TZVPD
C -1.308 0.816 -0.868
C 0.045 0.117 -1.201
C -1.950 -0.254 0.109
C 0.133 -1.280 0.770
C 0.920 -0.377 -0.125
N 1.176 1.703 1.347
N -1.045 -0.660 1.218
P 2.672 -0.548 -0.404
H -1.236 1.959 -0.557
H -2.053 0.846 -1.677
H -0.241 -0.827 -1.647
H 0.436 0.697 -1.996
H -2.930 0.243 0.344
H -2.253 -1.223 -0.372
H 0.077 -2.213 0.074
H 0.809 -1.712 1.640
H 1.169 2.288 2.164
H 1.780 2.172 0.677
H 0.220 1.780 1.020
H -1.738 -1.160 1.750
H 2.583 -0.474 -1.828
H 2.733 -1.891 -0.435
```

Mulliken atomic charge list, values in e, 5 entries: C -0.669; C -0.664; C -0.810; C -0.639; C 0.301


No. 2
ORCA calculation (ωB97M-V/def2-TZVPD) on a single C9H8N2 molecule.

Its total charge is 0. Its total energy is -457.150369 Ha. Its SMILES is Cc1cnnc2ccccc12. The value obtained for the relative energy (zero: lowest compared OMol25 entry of this formula, charge and spin) is 80.5 kcal/mol. As for the spin multiplicity: 1. As for the molecular weight: 144.18 g mol⁻¹. Its HOMO energy is -8.660 eV.

Geometry as XYZ:
```
19
C9H8N2, DFT ωB97M-V/def2-TZVPD
C -2.102 1.490 0.346
C -1.373 0.207 0.146
C -2.114 -1.007 -0.292
N -1.615 -2.184 -0.273
N -0.334 -2.376 -0.043
C 0.458 -1.350 0.267
C 1.895 -1.503 0.276
C 2.699 -0.405 0.123
C 2.181 0.854 -0.373
C 0.868 1.010 -0.348
C -0.089 -0.035 0.270
H -3.200 1.269 0.403
H -1.501 2.098 1.191
H -1.956 2.307 -0.403
H -3.057 -0.909 -0.695
H 2.411 -2.387 0.469
H 3.723 -0.537 0.351
H 2.811 1.549 -0.876
H 0.293 1.907 -0.538
```

Mulliken atomic charge list, values in e, 5 entries: C -1.359; C 0.670; C -0.601; N -0.614; N -0.467


No. 3
ORCA calculation (ωB97M-V/def2-TZVPD) on a single C6H9N3 molecule.

Its total charge is 0. Its total energy is -398.212473 Ha. Its SMILES is C=CCCn1cnnc1. The value obtained for the relative energy (zero: lowest compared OMol25 entry of this formula, charge and spin) is 39.5 kcal/mol. As for the spin multiplicity: 1. As for the molecular weight: 123.16 g mol⁻¹. Its HOMO energy is -9.650 eV.

Geometry as XYZ:
```
18
C6H9N3, DFT ωB97M-V/def2-TZVPD
C -1.371 1.416 -0.936
C -1.934 0.383 -0.249
C -1.233 -0.988 0.044
C -0.062 -0.833 1.024
N 1.007 -0.264 0.323
C 1.839 -0.884 -0.632
N 2.812 -0.068 -0.917
N 2.554 1.124 -0.363
C 1.500 0.977 0.417
H -1.932 2.293 -1.045
H -0.328 1.616 -1.099
H -2.988 0.542 0.031
H -0.791 -1.549 -0.793
H -1.990 -1.628 0.469
H -0.318 -0.125 1.974
H 0.065 -1.807 1.413
H 1.938 -1.968 -0.755
H 1.231 1.762 1.095
```

Mulliken atomic charge list, values in e, 5 entries: C -0.838; C -0.077; C -0.676; C -0.541; N 0.201


Going through the records in order, we get LUMO level values of -5.760; -0.193; 0.653 eV.
Going through the records in order, we get maximum force values of 3.75; 6.67; 4.10 eV/Å.